A 10-piece molecular cluster, C11H42BClO12P overall, computed with ωB97M-V/def2-TZVPD.

```
! wB97M-V def2-TZVPD RIJCOSX def2/J DEFGRID3
* xyz -1 1
Cl -0.4593 4.1830 -1.1847
P -0.0269 3.2392 0.6794
O -1.9418 6.8222 0.2217
O 0.2516 0.6144 -0.1570
O 2.6460 -3.3199 -1.2429
O -1.1291 -5.4793 -3.4505
O -1.0670 4.1298 1.6450
O -0.1293 -3.0884 0.0974
O -3.5663 -0.8151 0.5069
O 6.9554 -2.4778 -1.8313
O -3.7850 3.5930 -0.9093
O -1.2351 0.8959 1.7041
O -1.2300 -3.2320 4.4508
O 3.7624 2.3598 1.3466
C -4.5835 4.3330 -0.0093
C -0.6093 -3.2722 -1.2359
C 0.6553 -0.0955 1.0065
C 6.4279 -2.7811 -3.1206
C -4.6008 -1.0641 -0.4129
C -0.6969 -0.4127 1.5949
C -0.5309 -5.1028 -4.6825
C 3.6831 3.7007 1.8008
C 3.8616 -3.4270 -0.5221
C -0.7364 7.2227 0.8578
C -2.1148 -2.2903 5.0503
B -0.8858 1.4580 0.3639
H 6.8313 -1.5384 -1.6835
H -0.2373 -3.9163 0.5698
H -4.5267 5.4133 -0.1866
H -2.8677 3.8750 -0.7870
H -1.8309 1.4834 -0.4298
H 0.1360 6.7657 0.3840
H -4.6248 -2.1410 -0.5801
H 0.4011 -4.6020 -4.4318
H -5.6156 4.0142 -0.1563
H -3.4670 0.1306 0.6709
H -0.0356 -4.0428 -1.7501
H 1.1294 0.6459 1.6705
H 3.3094 4.3767 1.0280
H -4.4247 -0.5670 -1.3730
H 1.9771 -2.9298 -0.6628
H -0.3462 -2.8600 4.4708
H 2.9755 3.7180 2.6248
H -2.1010 -1.3332 4.5246
H 4.5970 -3.8723 -1.1871
H 4.2252 -2.4445 -0.2079
H -1.9603 -5.9210 -3.6329
H -1.6926 4.6252 1.1193
H -0.3054 -5.9688 -5.3122
H 4.3560 2.3278 0.5956
H -0.7907 6.8672 1.8837
H 6.5569 -3.8480 -3.2831
H -1.8596 -2.1296 6.1027
H -1.6670 -3.5436 -1.2470
H -0.7336 -1.0158 2.5049
H -1.2293 -0.9224 0.7892
H -1.9017 7.0863 -0.6988
H -4.3149 4.1407 1.0359
H -0.6190 8.3118 0.8654
H 1.3382 -0.9187 0.7975
H -0.4837 -2.3187 -1.7441
H 3.7554 -4.0657 0.3610
H 5.3646 -2.5375 -3.1828
H -3.1157 -2.7099 4.9916
H 4.6536 4.0666 2.1604
H -5.5845 -0.7537 -0.0383
H 6.9719 -2.2346 -3.8962
H -1.1581 -4.4068 -5.2461
*
```

As for the lowest unoccupied orbital energy: 2.42 eV. The calculation puts the orbital gap at 5.93 eV.

Results of the Löwdin charge analysis, in e, for atoms 1 through 2: 0.1715 0.6877

A 2-piece molecular cluster, C7H15NO3 overall in a non-equilibrium geometry, computed with ωB97M-V/def2-TZVPD.

```
! wB97M-V def2-TZVPD RIJCOSX def2/J DEFGRID3
* xyz 0 1
O -3.2615 1.1240 -0.7425
O -0.8892 -0.1238 1.1275
O -4.1493 0.0067 0.9755
N 0.0986 0.1400 0.2685
C 1.1275 2.1812 -0.9508
C -0.1950 -0.5113 -1.0850
C 1.5433 -0.3778 0.7055
C -3.7376 0.5506 0.0840
C -0.7212 -1.9701 -1.0419
C 1.3217 -1.2661 1.9017
C 0.2249 1.7039 0.2068
H 2.2112 0.4716 0.9867
H 2.2100 -1.6022 2.4569
H 0.5124 -0.8645 2.6083
H 1.9790 -0.9526 -0.1956
H -1.1068 -2.4123 -1.9563
H 0.5641 1.9819 1.1767
H -1.5548 -1.8533 -0.4468
H -0.9095 0.0439 -1.5321
H 0.7332 3.1003 -1.3744
H 0.9103 -2.2268 1.5523
H -0.7426 2.0742 0.0708
H 0.7523 -0.3512 -1.7153
H 2.1823 2.2090 -0.7348
H 0.0235 -2.6025 -0.5065
H 0.8734 1.5273 -1.8389
*
```

For the energy relative to the best compared isomer or geometry (same formula, charge and spin), the calculation gives 277.0 kJ/mol. Its structure (SMILES) is CC[N+]([O-])(CC)CC.O=C=O. As for the lowest unoccupied orbital energy: 0.77 eV. The calculation puts the orbital gap at 9.20 eV.

Results of the Löwdin charge analysis, in e, for atoms 1 through 2: 0.2306 -0.2092

C34H31LaN3S2 as an isolated structure in a non-equilibrium geometry, computed with ωB97M-V/def2-TZVPD.

```
! wB97M-V def2-TZVPD RIJCOSX def2/J DEFGRID3
* xyz 1 1
La -0.9552 0.3721 -0.4617
S 0.7013 2.6570 -1.7447
S 1.2801 -0.5139 3.9686
N 1.1158 3.5446 0.7319
N 0.3314 5.1469 -0.7621
N 0.1926 -0.7896 1.6256
C -4.4773 -1.4307 -1.8374
C 1.0724 -1.8926 1.7781
C -0.3308 6.2887 1.3013
C 1.0543 8.5812 0.5661
C 1.7835 -4.7930 -1.3810
C 1.0815 7.4333 -0.2577
C 2.9239 -3.8050 2.2105
C -0.6554 1.9353 3.8914
C 1.2924 -2.8555 0.7853
C -4.5401 -2.0519 -3.0316
C 0.7225 3.8550 -0.5190
C 0.3881 6.3005 0.1316
C -2.0609 -2.0417 -3.1652
C -3.3016 -2.3442 -3.7571
C 1.8015 -1.8908 2.9871
C 0.2859 8.5983 1.7066
C 4.0703 -4.8998 -0.4341
C 0.2279 -0.0213 2.6760
C -2.4861 3.1638 2.9874
C 2.2104 -3.8536 0.9886
C -0.3902 7.4469 2.0626
C -2.5477 2.3472 1.8960
C -0.8962 -2.2130 -3.9375
C -1.6361 1.2915 1.7392
C -3.2008 -1.1097 -1.2902
C -0.6527 1.1372 2.7550
C -3.3159 -2.9446 -5.0305
C 2.5721 -4.9167 -0.0581
C -1.9787 -1.3621 -1.9236
C 2.2931 -6.2741 0.5862
C -2.1359 -3.1540 -5.7264
C -0.8792 -2.8135 -5.1573
C -1.5382 2.9866 3.9894
C 2.7147 -2.9220 3.2395
H -3.2895 -0.6534 -0.2882
H -3.2855 3.9058 3.1086
H 0.7129 -4.7775 -1.2312
H 1.4186 2.6056 0.9051
H 0.6405 -2.8624 -0.0735
H -3.2855 2.5981 1.1316
H 2.9613 -6.4983 1.4234
H -5.4601 -2.3710 -3.4569
H 1.2389 -6.3319 0.9834
H 4.3415 -5.7125 -1.1147
H 0.1913 9.5308 2.2393
H 3.2929 -2.9936 4.1760
H 2.3881 -7.1062 -0.1444
H -0.8945 5.4583 1.6802
H 3.6868 -4.5602 2.3992
H 0.0430 -3.0336 -5.6475
H 0.8453 4.1814 1.4913
H 0.0696 -1.9657 -3.4816
H -5.3795 -1.2177 -1.3078
H 2.0467 -3.8863 -1.9402
H 4.3499 -3.9623 -0.9566
H 1.6810 9.4480 0.2731
H 4.7390 -4.9876 0.4456
H 1.5345 7.3951 -1.2441
H -1.5265 3.6393 4.8228
H 0.2745 5.3336 -1.7690
H -2.1837 -3.7010 -6.6218
H -4.2401 -3.2548 -5.4811
H -1.0784 7.4618 2.8713
H 0.0771 1.7780 4.7130
H 1.9530 -5.6527 -2.0338
*
```

As for the lowest unoccupied orbital energy: -3.00 eV. The calculation puts the orbital gap at 7.32 eV.

Results of the Löwdin charge analysis, in e, for atoms 1 through 2: 1.8231 0.5142

A 2-piece molecular cluster, C38H46N3O2S overall in a non-equilibrium geometry, computed with ωB97M-V/def2-TZVPD.

```
! wB97M-V def2-TZVPD RIJCOSX def2/J DEFGRID3
* xyz 1 1
S -0.3692 3.9579 1.8837
O 1.4491 3.5245 -0.4461
O -0.5496 -5.7919 -2.7663
N 0.5983 -3.0286 -0.9404
N -1.5690 5.4115 0.1298
N 0.0910 -5.2063 -0.6209
C 3.2633 0.6442 4.5085
C -4.1898 -4.2029 0.7032
C 0.7240 -1.7090 -0.6664
C -1.4781 -2.8075 -2.3463
C 1.7900 2.3582 -1.2325
C 1.2552 0.1013 0.8772
C 3.0550 -4.8070 -0.9698
C -0.1542 5.3600 -4.8380
C 0.1259 4.4324 -2.2135
C 3.5343 1.5358 3.4562
C 1.3428 -0.1890 3.2897
C 0.8936 5.8308 -4.0366
C 0.7936 -1.1957 0.6282
C 0.8115 -4.1212 0.0304
C -0.1531 -6.5262 -0.0743
C -2.2889 5.5950 1.2933
C 0.2684 4.0883 -0.7995
C 1.0797 5.3232 -2.7530
C 2.4421 -5.6554 1.2871
C -3.5008 6.4852 1.2819
C -0.2235 -4.9528 -1.9350
C -2.1561 5.0487 3.7821
C 2.1628 -0.2211 4.4095
C -0.8807 3.8945 -3.0398
C 2.3232 -4.4634 0.3344
C -3.0934 -4.4921 -1.4280
C 1.7429 0.5399 2.1417
C -1.7398 4.9428 2.3576
C -1.8181 6.2110 -1.0750
C -0.5307 4.5199 0.2522
C -0.1019 -3.4668 -2.1568
C -2.4582 -3.2549 -1.2848
C -2.7451 -2.4610 -0.1713
C -3.9674 -4.9620 -0.4495
C -1.0372 4.4004 -4.3320
C 2.7321 1.5563 2.3154
C 2.9896 -3.2662 1.0036
C -3.5953 -2.9444 0.8303
H 0.5592 -7.2465 -0.5082
H -1.3658 5.5490 4.3600
H 3.1231 -3.9514 -1.6501
H 0.6690 -1.0331 -1.5234
H 1.8943 5.6804 -2.1114
H -1.1830 -6.8310 -0.3191
H 1.5966 6.5733 -4.4194
H 2.8857 2.3028 1.5234
H 2.5760 -5.6462 -1.4890
H -1.3786 -1.7144 -2.3561
H -2.3164 4.0491 4.2068
H -4.2051 6.2173 0.4774
H 3.0414 -2.4030 0.3334
H -3.0791 5.6371 3.8498
H -2.8954 -5.0936 -2.3175
H 2.5632 1.8977 -0.6173
H 3.9108 0.6083 5.3911
H 2.4508 -2.9834 1.9173
H -4.0374 6.3712 2.2318
H -1.8433 -3.1232 -3.3366
H -0.8778 6.6039 -1.4866
H 4.0811 -5.1137 -0.7226
H 0.3229 -3.8623 0.9901
H 0.4933 -1.8606 1.4502
H -2.3568 5.6507 -1.8541
H -4.8393 -4.5891 1.4922
H -1.8485 4.0274 -4.9585
H 0.5581 -3.2652 -3.0097
H 1.4395 0.7321 0.0402
H 2.2607 -6.6130 0.7813
H -4.4548 -5.9270 -0.5889
H -3.2568 7.5558 1.1794
H 2.1811 2.5877 -2.2430
H -1.5761 3.1768 -2.5986
H 0.8723 1.7393 -1.3492
H -2.2978 -1.4673 -0.0907
H 0.4093 -0.7523 3.2226
H 3.4705 -5.6953 1.6823
H 4.3873 2.2134 3.5328
H -2.4480 7.0743 -0.8276
H 1.7662 -5.5577 2.1468
H -0.0305 -6.4871 1.0128
H 4.0222 -3.5156 1.2943
H -0.2613 5.7076 -5.8719
H 1.9368 -0.9289 5.2034
H -3.7875 -2.3311 1.7101
*
```

For the energy relative to the best compared isomer or geometry (same formula, charge and spin), the calculation gives 0.0 kJ/mol. As for the lowest unoccupied orbital energy: -4.64 eV. The calculation puts the orbital gap at 3.54 eV.

Results of the Löwdin charge analysis, in e, for atoms 1 through 2: 1.0690 -0.1421

C3H2Br2ClF as an isolated structure in a non-equilibrium geometry, computed with ωB97M-V/def2-TZVPD.

```
! wB97M-V def2-TZVPD RIJCOSX def2/J DEFGRID3
* xyz 0 1
Br -0.4322 -1.0569 -1.9300
Br -1.6405 -2.4659 0.6386
Cl -0.5111 3.1634 -0.7825
F 1.5501 1.8835 -1.0055
C 0.4322 -0.7279 -0.4511
C 0.6238 2.1918 -0.1098
C -0.1669 -1.1241 0.8450
H -0.3856 -0.1642 1.4836
H 0.5302 -1.6997 1.3116
*
```

For the energy relative to the best compared isomer or geometry (same formula, charge and spin), the calculation gives 517.2 kJ/mol. As for the lowest unoccupied orbital energy: -1.11 eV. The calculation puts the orbital gap at 7.54 eV.

Results of the Löwdin charge analysis, in e, for atoms 1 through 2: 0.7892 0.4848

| no. | calculated total energy (Eh) |
| --- | --- |
| 1 | -2173.5463 |
| 2 | -556.0901 |
| 3 | -2306.2746 |
| 4 | -2188.2436 |
| 5 | -5823.3573 |